{"formula": "C6H12N2O3", "method": "ωB97M-V with the def2-TZVPD basis set", "e_above_lowest_kcal_mol": 112.4, "smiles": "CC(C)(C)N1COC(=O)N1O", "spin_multiplicity": 1, "energy_ha": -570.92364, "e_lumo_ev": 0.52, "symbols": ["H", "C", "C", "O", "N", "H", "O", "H", "H", "C", "H", "H", "H", "H", "C", "H", "N", "H", "C", "H", "C", "O", "H"], "coordinates": [[-0.700, -1.381, -1.871], [-0.949, -1.606, 0.675], [1.513, -1.046, 0.855], [-1.907, 1.440, 1.434], [-1.320, 1.239, 0.179], [0.747, -2.187, -1.553], [-0.002, 2.359, -1.310], [-0.945, -1.586, 1.716], [1.638, 1.132, -1.289], [-1.224, 2.361, -0.611], [-1.856, -1.177, 0.355], [-0.865, -2.700, 0.275], [1.945, -2.101, 0.735], [1.498, 2.050, 0.171], [0.915, 1.586, -0.540], [1.385, -0.970, 1.965], [-0.058, 0.586, 0.300], [2.286, -0.330, 0.433], [0.169, -0.837, 0.118], [0.788, -0.544, -2.018], [0.250, -1.185, -1.404], [-2.079, 3.190, -0.767], [-1.227, 1.709, 2.154]], "atomic_forces_ev_per_a": [[-0.744, 0.445, 0.121], [0.272, -2.877, -1.186], [0.990, -1.266, -0.121], [0.313, 0.464, 1.297], [1.303, -2.049, 0.907], [-0.207, 0.825, 0.439], [-0.667, -0.034, 1.714], [-0.002, -0.205, 1.924], [-1.182, -0.049, 1.068], [-0.340, 1.783, -1.398], [-1.273, 0.278, -0.554], [-0.311, 1.875, 0.942], [-0.729, 1.358, -0.259], [0.826, 1.902, 1.474], [-2.026, -3.414, -1.522], [0.094, 0.525, -0.996], [1.840, 3.689, -0.792], [-0.795, -0.827, 0.833], [1.053, 0.387, -2.103], [0.966, 1.483, -0.880], [0.278, -2.976, 1.051], [1.157, -0.818, 0.172], [-0.817, -0.496, -2.131]]}

***

{"formula": "C5H14Br2Cl2HfN3O15", "method": "ωB97M-V with the def2-TZVPD basis set", "e_above_lowest_kcal_mol": 0.4, "spin_multiplicity": 1, "energy_ha": -7607.63548, "e_lumo_ev": 1.64, "charge": -1, "symbols": ["O", "H", "Hf", "C", "O", "O", "Br", "H", "H", "O", "O", "H", "H", "O", "O", "O", "C", "Br", "H", "C", "H", "H", "N", "H", "C", "O", "H", "H", "N", "O", "N", "O", "H", "O", "Cl", "O", "H", "C", "O", "Cl", "H", "O"], "coordinates": [[27.532, 19.036, -15.650], [33.051, 21.230, -15.162], [30.096, 18.115, -12.020], [31.163, 21.790, -9.797], [30.114, 20.238, -11.287], [34.970, 18.170, -12.029], [30.654, 16.132, -13.876], [29.345, 22.078, -10.856], [30.847, 22.157, -11.804], [32.653, 18.560, -11.913], [28.154, 16.075, -11.633], [26.094, 19.907, -10.775], [27.037, 13.390, -10.552], [28.035, 18.642, -13.366], [27.858, 19.046, -8.426], [33.707, 18.737, -13.973], [27.909, 14.030, -10.566], [30.636, 16.592, -9.685], [31.747, 21.711, -14.024], [30.307, 21.588, -11.040], [28.761, 13.687, -11.140], [30.991, 21.053, -9.010], [31.363, 19.936, -15.037], [26.246, 20.600, -9.076], [31.982, 21.314, -15.006], [31.387, 19.314, -16.049], [30.990, 22.748, -9.292], [31.461, 21.871, -15.780], [27.663, 19.221, -9.599], [26.009, 19.621, -13.926], [27.521, 15.465, -10.813], [26.404, 17.303, -14.463], [32.225, 21.795, -10.047], [28.149, 18.562, -10.486], [26.960, 18.642, -14.395], [30.835, 19.577, -14.003], [27.372, 21.098, -10.394], [26.737, 20.309, -9.997], [26.622, 15.894, -10.146], [33.904, 18.974, -12.571], [28.301, 14.231, -9.562], [34.192, 20.359, -12.343]], "atomic_forces_ev_per_a": [[-0.207, -0.134, 0.398], [-0.030, -0.177, -0.105], [0.371, 2.596, 0.312], [0.541, 0.344, 0.829], [-0.134, -3.625, -1.436], [-0.688, 0.317, -0.328], [-0.360, 1.486, 1.486], [-0.201, 0.042, -0.293], [-0.342, -0.313, -0.637], [-1.431, -0.019, 0.749], [0.571, 0.697, -0.786], [-0.062, 0.126, 0.013], [-0.086, 0.103, -0.062], [1.380, -0.317, 0.906], [0.164, -0.066, 0.216], [0.256, 0.090, -0.294], [0.709, 1.026, 1.368], [-0.134, 1.050, -1.613], [0.173, 0.038, -0.018], [0.401, -0.071, 0.942], [-0.307, 0.301, -0.597], [-0.094, -0.275, -0.296], [0.495, 0.578, -0.046], [-0.231, 0.155, -0.191], [-0.637, -0.319, 0.305], [0.103, -0.294, -0.588], [-0.208, 0.163, -0.345], [0.213, 0.040, -0.131], [-0.224, 0.317, 0.420], [0.035, -0.542, -0.297], [0.008, -1.317, -0.789], [0.297, 1.281, 0.104], [-0.013, -0.334, -0.007], [0.480, -0.708, -0.998], [0.050, -0.558, 0.121], [-0.565, -0.366, 1.208], [-0.072, -0.001, -0.076], [0.243, -0.143, 0.049], [-0.559, 0.429, 0.434], [0.792, -0.888, -0.334], [-0.121, -0.894, 0.165], [-0.578, 0.180, 0.238]]}

***

no.,HOMO energy (eV)
1,-9.10
2,-6.98